# 1
This record from the OMol25 dataset describes one molecule with the formula C7H10N2S in a non-equilibrium geometry. The level of theory is the ωB97M-V functional and the def2-TZVPD basis.

The geometry in XYZ format:
```
20
Properties=species:S:1:pos:R:3:nbo_charge:R:1
C -3.0207 0.5331 -1.1334 -0.494
N -1.7865 -0.0639 -0.9630 -0.159
N -0.7678 0.2892 -0.4199 -0.273
S -0.5725 1.7462 0.3714 0.364
C 1.1415 1.3521 0.6894 -0.443
C 1.2416 0.3083 1.7309 -0.200
C 1.2057 -0.9854 1.4287 -0.142
C 1.1585 -1.5397 0.0765 -0.510
C 1.5133 -0.4539 -0.8454 -0.101
C 1.7404 0.8483 -0.5527 -0.240
H -3.3220 1.4786 -0.5236 0.189
H -3.8481 -0.1892 -0.8588 0.232
H -3.0960 0.7442 -2.2990 0.238
H 1.6762 2.2370 1.0705 0.241
H 1.1782 0.6504 2.7068 0.206
H 1.2135 -1.7824 2.0649 0.195
H 1.8108 -2.4039 0.1276 0.223
H 0.1448 -1.8783 -0.1941 0.252
H 1.8279 -0.7590 -1.8681 0.202
H 2.0512 1.4606 -1.3930 0.220
```

Computed properties:
E_HOMO: -8.182 eV
SMILES string: C/N=N\SC1C=CCC=C1
ΔE to the lowest compared entry with this formula, charge and spin: 82.5 kcal per mole
E: -780.273919 Ha
Spin multiplicity: 1
LUMO energy: 0.824 eV
Charge: 0
Kohn-Sham gap: 9.0 eV


# 2
This record from the OMol25 dataset describes a 2-piece molecular cluster, C2H3FO2 overall in a non-equilibrium geometry. The level of theory is the ωB97M-V functional and the def2-TZVPD basis.

The geometry in XYZ format:
```
8
Properties=species:S:1:pos:R:3:nbo_charge:R:1
O -0.3493 -1.5049 -0.0304 -0.545
C -0.6578 -0.3870 0.0616 0.772
C -0.4412 0.9926 0.0869 -0.205
O -1.7468 0.3562 -0.0268 -0.450
H -0.4636 1.6890 1.0210 0.225
H -0.2389 1.5583 -0.9306 0.214
F 2.3030 -1.0794 0.0048 -0.579
H 1.5946 -1.6248 -0.1866 0.568
```

Computed properties:
E_HOMO: -11.371 eV
SMILES string: O=C1CO1.F
ΔE to the lowest compared entry with this formula, charge and spin: 40.6 kcal per mole
E: -328.290380 Ha
Spin multiplicity: 1
LUMO energy: 0.652 eV
Charge: 0
Kohn-Sham gap: 12.0 eV


# 3
This record from the OMol25 dataset describes C19H42AlCl16N2O4 as an isolated structure in a non-equilibrium geometry. The level of theory is the ωB97M-V functional and the def2-TZVPD basis.

The geometry in XYZ format:
```
84
Properties=species:S:1:pos:R:3:lowdin_charge:R:1
C -0.0938 -3.5197 0.3807 -0.125
C 0.5755 -2.2051 0.8559 -0.361
N 0.4307 -1.0819 -0.0922 -0.082
Al 0.8876 0.5393 0.8295 0.291
C -0.5559 0.8887 2.2592 -0.220
C -1.8874 1.4715 1.6820 -0.286
C -3.0958 0.4954 1.7844 -0.220
C -2.8968 -0.6948 0.8103 -0.204
C -4.2122 -1.4079 0.3610 -0.295
N -4.0446 -1.8898 -1.0370 -0.029
C 2.6381 0.2246 1.8333 -0.210
C 3.8919 -0.0433 0.9342 -0.167
C 3.5688 -0.7615 -0.3662 -0.546
O 3.8809 -1.9203 -0.5083 0.059
O 2.9224 -0.1318 -1.3646 0.053
C 1.1206 2.1718 -0.3811 -0.170
O -0.0494 2.5392 -1.1894 -0.307
O -0.0115 1.7731 -2.3575 -0.103
H 0.6293 -4.3423 0.5645 -0.027
H -0.3229 -3.5438 -0.6914 0.011
H -0.9625 -3.7647 1.0160 0.066
H 1.6575 -2.3979 0.9572 0.059
H 0.2211 -1.8869 1.8595 0.085
H -0.5033 -1.0576 -0.4917 0.011
H -0.7292 0.0053 2.9014 0.045
H -0.1172 1.6722 2.9123 0.024
H -2.1679 2.3325 2.3254 0.091
H -1.8056 1.8719 0.6580 0.082
H -3.2675 0.1955 2.8290 0.107
H -3.9843 1.0535 1.4235 0.098
H -2.4545 -0.2690 -0.1084 0.093
H -2.1551 -1.3959 1.2267 0.098
H -4.4022 -2.2911 0.9892 0.104
H -5.0394 -0.6778 0.3550 0.012
H -3.0947 -2.2418 -1.1526 0.049
H -4.1168 -1.1047 -1.6800 -0.005
H 2.8523 1.1607 2.4163 -0.018
H 2.5490 -0.5724 2.5934 0.051
H 4.4910 0.8564 0.7107 0.114
H 4.5675 -0.7196 1.4842 0.098
H 2.1999 -0.7055 -1.6864 0.107
H 1.2902 3.0484 0.2804 0.062
H 1.9794 2.1176 -1.0724 0.056
H -0.6465 1.0625 -2.1725 0.102
C -0.4651 4.2739 -3.2468 -1.031
Cl -0.7522 5.5334 -2.0380 0.515
Cl -0.8337 4.8492 -4.8823 0.488
H 0.5779 3.9808 -3.2036 0.033
H -1.0975 3.4224 -3.0199 0.011
C 4.0842 -4.0508 1.9308 -1.016
Cl 4.3110 -3.8281 3.6756 0.489
Cl 2.6445 -5.0171 1.5822 0.570
H 3.9721 -3.0793 1.4607 -0.011
H 4.9541 -4.5601 1.5284 -0.085
C 2.2488 7.0009 0.2880 -1.038
Cl 3.6629 6.9320 -0.7730 0.490
Cl 2.4723 6.0284 1.7380 0.505
H 2.0699 8.0348 0.5641 0.022
H 1.3922 6.5991 -0.2442 -0.018
C -7.3030 0.4812 -2.0113 -1.017
Cl -5.8777 0.4175 -3.0516 0.528
Cl -7.1764 -0.6364 -0.6431 0.578
H -7.4015 1.4931 -1.6252 -0.078
H -8.1753 0.2174 -2.6006 0.027
C -0.5061 -5.0577 -3.7582 -1.026
Cl -1.5035 -5.6382 -2.4197 0.511
Cl -0.3011 -3.3037 -3.7045 0.510
H 0.4708 -5.5254 -3.6931 0.024
H -0.9873 -5.3250 -4.6933 0.018
C 6.7367 -6.7622 0.1374 -1.002
Cl 5.7453 -7.3381 1.4828 0.522
Cl 6.9763 -5.0126 0.2046 0.557
H 7.7053 -7.2490 0.1845 0.020
H 6.2389 -7.0095 -0.7944 0.027
C -6.3742 4.6974 -3.4366 -0.995
Cl -6.4111 3.8083 -4.9621 0.504
Cl -7.0339 3.7364 -2.1050 0.560
H -5.3456 4.9530 -3.2040 0.030
H -6.9692 5.5982 -3.5428 0.024
C 3.7576 2.5215 5.3468 -1.012
Cl 2.2574 1.6867 4.9399 0.558
Cl 4.5725 3.0129 3.8596 0.510
H 3.5145 3.3979 5.9389 0.020
H 4.4121 1.8633 5.9090 0.024
```

Computed properties:
E_HOMO: -4.594 eV
E: -8765.063502 Ha
Spin multiplicity: 1
LUMO energy: 2.015 eV
Charge: -1
Kohn-Sham gap: 6.6 eV


# 4
This record from the OMol25 dataset describes a 2-piece molecular cluster, C3H5F2N3 overall in a non-equilibrium geometry. The level of theory is the ωB97M-V functional and the def2-TZVPD basis.

The geometry in XYZ format:
```
13
Properties=species:S:1:pos:R:3:nbo_charge:R:1
N -2.6916 -1.1686 0.0496 -0.837
C -2.0821 0.0654 0.1092 0.484
F -2.4691 0.7748 1.1844 -0.314
C -1.1651 0.5382 -0.7336 0.037
F -0.5704 1.7325 -0.5287 -0.331
H -2.6749 -1.6179 -0.8487 0.393
H -3.5762 -1.2023 0.5381 0.396
H -0.7987 0.0258 -1.6043 0.173
N 3.8864 -0.7453 0.7988 -0.739
C 3.2400 0.1620 0.3360 0.655
N 2.7636 0.9711 -0.4139 -0.729
H 3.5661 -1.4788 1.3984 0.402
H 2.5719 1.9431 -0.2853 0.411
```

Computed properties:
E_HOMO: -8.513 eV
SMILES string: N/C(F)=C/F.N=C=N
ΔE to the lowest compared entry with this formula, charge and spin: 11.5 kcal per mole
E: -481.253212 Ha
Spin multiplicity: 1
LUMO energy: 0.770 eV
Charge: 0
Kohn-Sham gap: 9.3 eV


# 5
This record from the OMol25 dataset describes C58H54AlN2P3Si as an isolated structure in a non-equilibrium geometry. The level of theory is the ωB97M-V functional and the def2-TZVPD basis.

The geometry in XYZ format:
```
119
Properties=species:S:1:pos:R:3:lowdin_charge:R:1
Al 0.0578 0.1600 -0.4744 0.347
C 0.5242 4.6434 2.1433 -0.059
C -0.1323 3.6660 2.8346 -0.077
C -1.0527 2.8284 2.1815 -0.074
C -1.1875 2.9453 0.8209 -0.375
C -0.5725 3.9688 0.1483 -0.156
C 0.1765 4.8762 0.7978 -0.058
P -2.0132 1.6979 -0.2824 1.070
C -2.9582 2.5518 -1.4482 -0.388
C -3.5489 3.7924 -1.1600 -0.075
C -4.3895 4.3895 -2.0812 -0.023
C -4.4908 3.7901 -3.3488 -0.045
C -3.8343 2.6490 -3.6726 -0.073
C -3.1120 2.0060 -2.7181 -0.090
C -3.1394 0.6523 0.7140 -0.351
C -4.1641 1.3185 1.4399 -0.055
C -4.9856 0.5929 2.3134 -0.053
C -4.8227 -0.7651 2.3993 -0.070
C -3.8308 -1.4042 1.6616 -0.071
C -2.8997 -0.6818 0.8761 -0.290
Si -1.4603 -1.5204 -0.0735 0.545
C -0.9456 -3.0468 0.8615 -0.254
C -1.0419 -4.3566 0.1984 -0.081
C -0.5220 -5.4955 0.8047 -0.071
C 0.1538 -5.3693 1.9979 -0.077
C 0.2520 -4.1621 2.6428 -0.112
C -0.1868 -2.9813 2.0928 -0.366
P 0.0563 -1.3431 2.9032 1.091
C 1.8358 -1.1213 3.1955 -0.451
C 2.8319 -1.9339 2.8346 -0.102
C 4.2040 -1.6352 3.0191 -0.025
C 4.4915 -0.4037 3.6279 -0.067
C 3.4828 0.5153 3.8873 -0.072
C 2.1602 0.1106 3.7274 -0.142
C -0.4953 -1.5843 4.6688 -0.319
C 0.3388 -1.9127 5.7267 -0.100
C -0.1910 -2.0003 6.9894 -0.077
C -1.5329 -1.7413 7.1750 -0.073
C -2.4455 -1.4120 6.1359 -0.046
C -1.9245 -1.3865 4.8365 -0.070
C -2.0781 -1.8003 -1.7802 -0.293
C -3.3800 -2.2481 -2.1016 -0.033
C -3.8052 -2.5460 -3.4128 -0.043
C -3.0201 -2.1682 -4.4427 -0.064
C -1.7668 -1.6293 -4.2019 -0.067
C -1.2945 -1.4690 -2.9031 -0.347
P 0.3067 -0.5623 -2.7473 1.035
C 0.4582 0.5938 -4.1014 -0.367
C 0.2206 1.9324 -3.7676 -0.133
C 0.2642 2.9634 -4.7269 -0.054
C 0.5436 2.5661 -6.0330 -0.049
C 0.8979 1.2365 -6.3784 -0.057
C 0.8415 0.2605 -5.4169 -0.098
C 1.6213 -1.8309 -2.6481 -0.320
C 2.8829 -1.5607 -3.2232 -0.103
C 3.8512 -2.5197 -3.1308 -0.069
C 3.5737 -3.7232 -2.4838 -0.061
C 2.3163 -4.0099 -1.9681 -0.061
C 1.2907 -3.0792 -2.0983 -0.073
H 1.1975 5.2971 2.6725 0.115
H -0.0077 3.6459 3.9520 0.137
H -1.6105 2.0778 2.8195 0.137
H -0.7421 4.2101 -0.8820 0.112
H 0.5693 5.6852 0.2551 0.107
H -3.3649 4.2127 -0.1664 0.115
H -4.8359 5.3394 -1.8699 0.113
H -4.9414 4.3329 -4.1072 0.097
H -4.0761 2.1056 -4.5699 0.121
H -2.5824 1.0548 -2.9735 0.110
H -4.4603 2.3450 1.2943 0.105
H -5.7380 1.1914 2.8545 0.127
H -5.4269 -1.2899 3.0760 0.103
H -3.7606 -2.4583 1.9018 0.115
H -1.6506 -4.4704 -0.6453 0.079
H -0.8013 -6.4610 0.3086 0.134
H 0.5893 -6.2439 2.5087 0.125
H 0.9224 -4.1228 3.5718 0.141
H 2.5559 -2.8734 2.4226 0.088
H 4.9690 -2.3397 2.7200 0.112
H 5.4986 -0.1749 3.7758 0.091
H 3.7044 1.4451 4.3622 0.107
H 1.3962 0.8580 3.9519 0.106
H 1.3810 -2.0075 5.5596 0.095
H 0.4331 -2.3260 7.8686 0.136
H -1.9774 -1.7092 8.1531 0.103
H -3.5015 -1.3540 6.3412 0.103
H -2.5246 -1.1703 4.0452 0.032
H -4.0266 -2.4279 -1.2943 0.092
H -4.8054 -2.9313 -3.6399 0.128
H -3.2595 -2.4236 -5.4944 0.136
H -1.2485 -1.2894 -5.0194 0.070
H -0.0112 2.3073 -2.7455 0.079
H 0.0424 4.0156 -4.4335 0.129
H 0.4865 3.3249 -6.8390 0.124
H 1.1034 0.8712 -7.4146 0.134
H 1.1519 -0.7949 -5.6800 0.142
H 3.1714 -0.6888 -3.6464 0.063
H 4.8282 -2.1421 -3.4555 0.126
H 4.3872 -4.4824 -2.3694 0.130
H 2.0376 -5.0635 -1.6433 0.139
H 0.2511 -3.2290 -1.7620 0.082
C 3.8057 2.6847 0.4741 -0.001
C 3.6474 1.5244 -0.5416 -0.619
C 4.9345 0.6962 -0.6627 -0.003
C 3.2490 1.9682 -1.8855 -0.042
N 2.6320 0.6236 0.0025 0.011
N 1.3592 1.2710 0.4402 0.072
H 4.6793 3.2578 0.3122 0.085
H 3.9301 2.2426 1.4427 0.074
H 2.9747 3.3930 0.3153 0.081
H 5.5691 0.9909 -1.5210 0.109
H 4.6976 -0.3097 -0.8104 0.055
H 5.5657 0.7666 0.2356 0.098
H 3.9930 2.5495 -2.4354 0.114
H 2.3519 2.5794 -1.9195 0.074
H 3.0415 1.1141 -2.5092 0.060
H 3.1150 0.1185 0.7917 0.134
H 1.3753 2.2430 0.2415 0.068
H 1.3469 1.1375 1.4349 0.083
```

Computed properties:
E_HOMO: -12.388 eV
ΔE to the lowest compared entry with this formula, charge and spin: 7.7 kcal per mole
E: -3907.579145 Ha
Spin multiplicity: 1
LUMO energy: -4.542 eV
Charge: +2
Kohn-Sham gap: 7.8 eV


# 6
This record from the OMol25 dataset describes C29H38BeCl2N3O3S as an isolated structure in a non-equilibrium geometry. The level of theory is the ωB97M-V functional and the def2-TZVPD basis.

The geometry in XYZ format:
```
77
Properties=species:S:1:pos:R:3:lowdin_charge:R:1
O 0.9033 1.0934 -2.2843 -0.122
C 0.6248 1.2650 -3.4697 -0.375
C 1.2614 2.1958 -4.4516 -0.223
C 1.7797 3.4228 -3.9947 -0.076
H 1.6516 3.6862 -2.9393 0.102
C 2.4486 4.2653 -4.8869 -0.136
H 2.8550 5.2040 -4.5064 0.082
C 2.6035 3.8918 -6.2341 -0.174
H 3.1191 4.5584 -6.9227 0.065
C 1.9804 2.7314 -6.7340 -0.149
H 2.0184 2.4879 -7.8092 0.083
C 1.3116 1.8779 -5.8427 -0.091
H 0.8356 0.9555 -6.2181 0.087
H -0.0800 0.5824 -3.9739 -0.016
C -2.4665 0.7853 -3.9135 -0.109
C -2.0171 -0.6185 -3.5317 -0.709
H -3.5677 0.8480 -3.9288 0.068
H -2.0701 1.0546 -4.9040 0.074
H -2.1120 1.5270 -3.1759 0.093
C -2.6157 -1.3498 -2.5595 -0.205
C -3.7698 -0.8481 -1.7477 -0.103
H -2.2802 -2.3694 -2.3669 0.082
H -4.4660 -0.2961 -2.4081 0.067
H -3.4618 -0.1647 -0.9311 0.071
H -4.3174 -1.6958 -1.3015 0.071
Be 0.1242 1.5471 0.4351 -0.180
Cl -0.1989 3.4503 0.3951 0.228
Cl -0.9262 -1.4336 -4.6056 0.662
C -1.9860 0.9091 1.5233 -0.219
O -0.9538 0.4828 0.8897 -0.049
N -2.6416 0.1755 2.4139 -0.140
C -2.0668 -1.0664 2.9518 -0.002
C -3.8910 0.6763 3.0261 -0.027
H -2.3273 1.9400 1.3396 0.121
H -1.5197 -1.6420 2.1978 0.081
H -2.8804 -1.6563 3.3675 0.084
H -1.4177 -0.8429 3.8046 0.085
H -4.2895 1.4973 2.4071 0.096
H -3.7089 1.0401 4.0523 0.093
H -4.6204 -0.1444 3.1130 0.088
H 0.2276 -6.0153 0.6374 0.085
H 2.3563 -5.4960 -0.8198 0.084
C -0.3217 -5.3827 -0.0723 -0.049
C 1.6900 -4.8690 -1.4287 -0.058
N 0.5733 -4.3813 -0.6301 -0.199
H -1.1565 -4.8931 0.4356 0.084
C 0.2979 -3.0629 -0.5012 -0.319
O -0.6275 -2.6095 0.1766 -0.015
H 2.2507 -4.0103 -1.8146 0.090
H 0.9959 -2.4195 -1.0861 0.148
H -0.6905 -6.0308 -0.8791 0.087
H 1.3293 -5.4843 -2.2657 0.087
N 1.5745 0.9076 0.6059 -0.329
S 2.4369 0.8187 1.9485 1.061
C 2.0553 -0.7352 2.8430 -0.349
C 1.6458 -0.8199 4.1766 -0.102
C 1.2653 -2.0484 4.7208 -0.095
C 1.4568 -3.2197 3.9930 -0.102
C 1.9927 -3.1573 2.7012 -0.094
C 2.3162 -1.9191 2.1403 -0.101
C 1.6946 2.1100 2.9671 -0.475
C 2.3018 3.3708 2.9378 -0.151
C 1.6812 4.4176 3.6105 -0.137
C 0.4715 4.2257 4.2847 -0.159
C -0.1519 2.9767 4.2408 -0.129
C 0.4826 1.8981 3.6164 -0.192
H 1.9258 0.3666 -0.1822 0.033
H 1.6393 0.0622 4.7993 0.102
H 0.8402 -2.0932 5.7160 0.099
H 1.2148 -4.1869 4.4328 0.095
H 2.1902 -4.0717 2.1300 0.098
H 2.8039 -1.8610 1.1618 0.106
H 3.2304 3.4787 2.3747 0.100
H 2.1669 5.3839 3.5960 0.088
H 0.0156 5.0473 4.8410 0.076
H -1.1235 2.8024 4.6981 0.085
H 0.0835 0.8778 3.6188 0.069
```

Computed properties:
E_HOMO (alpha / beta): -1.138 / -0.731 eV
ΔE to the lowest compared entry with this formula, charge and spin: 0.0 kcal per mole
E: -2851.144745 Ha
Spin multiplicity: 1
LUMO energy (alpha / beta): 2.078 / 2.072 eV
Charge: -1
Kohn-Sham gap (alpha / beta): 3.2 / 2.8 eV


Which of these has the highest E? C2H3FO2